The following is a quantum chemistry calculation of C6H17N2NbO3PS2 as an isolated structure, from OMol25.

The geometry in XYZ format:
```
32
Properties=species:S:1:pos:R:3:forces:R:3
N -3.804922 1.132282 -1.316357 0.6173 -0.4058 -0.0093
C -3.272497 -0.119148 -1.978953 -0.0097 -0.6093 0.0116
C -2.921950 -1.349967 -0.952098 -1.3304 -0.5496 -0.0671
Nb -1.111708 -1.011749 0.388038 -1.7113 -0.8380 -1.9135
S -2.634863 -1.523029 2.372055 0.8972 1.4802 0.6662
C 0.237611 -0.335839 -1.317810 1.5274 2.3906 -0.6228
C 0.153863 1.306463 -1.527239 -1.5066 0.7262 -5.0055
O -0.313511 1.840459 -2.675563 2.3591 -2.9365 6.4100
N -0.570456 -3.090766 0.160532 3.6192 -1.4373 -8.8352
C -0.139685 -3.377162 -1.112217 -3.0447 -0.7827 -0.8375
O -0.030629 -3.740047 -2.418722 -0.3304 2.6492 9.5819
P 0.797024 -0.791536 2.083833 0.4991 -0.9679 1.5375
S 1.891655 0.811198 1.845644 0.4353 0.8517 -0.2207
H -3.159852 1.948471 -1.412003 -0.6877 -1.3298 0.4610
H -4.113689 0.974748 -0.330917 0.7971 0.2359 -1.2816
H -4.142771 -0.518704 -2.688380 2.0649 0.7653 1.1626
H -2.281114 0.127710 -2.570339 -2.2551 -0.3820 0.9211
H -3.852557 -1.605068 -0.271531 1.5424 0.4751 -1.5365
H -2.699709 -2.317440 -1.600635 -0.4229 1.8575 1.2152
H -1.526847 0.744840 0.662449 0.4579 -0.2504 -0.2021
H -2.196722 -0.669521 3.421333 -0.3697 -1.0784 -1.3247
H 0.068364 -0.879640 -2.340687 0.0622 1.1089 1.8243
H 1.358872 -0.558755 -0.991500 -2.1811 0.4738 -0.4590
H 0.543494 2.043937 -0.701938 -0.7277 -1.6573 -1.2737
H 0.354318 -0.891580 3.469675 0.4805 -0.3570 -0.7549
H 1.666015 -1.954301 1.862635 -0.7786 0.5240 0.5711
C 5.410870 1.953498 1.690407 0.0188 0.1252 0.0354
O 4.509182 2.964136 1.278169 0.0566 0.5935 -0.0052
H 5.036493 0.984182 1.352970 -0.0797 0.2448 0.0648
H 6.392648 2.136979 1.247033 0.1768 -0.1881 0.0664
H 5.485691 1.953319 2.780560 0.1343 -0.2428 0.0293
H 4.867383 3.812032 1.591555 -0.3102 -0.4891 -0.2089
```
Forces are in eV/Å.

Net charge = -1
E_tot = -48124.8923 eV
Multiplicity = 1